No. 1
ORCA calculation (ωB97M-V with the def2-TZVPD basis set) on a structure of composition C25H47BN8NiSi4Te.

Calculated values
- Orbital gap (spin up / spin down): 8.94 / 5.66 eV
- ⟨S²⟩: 3.761
- Lowest unoccupied orbital energy (spin up / spin down): -2.26 / -5.56 eV
- 2S+1: 4
- Total charge: +1

The geometry in XYZ format:
```
87
C25H47BN8NiSi4Te | the Open Molecules 2025 dataset | ωB97M-V with the def2-TZVPD basis set
Ni -1.7773 0.1105 0.5857
C -5.2352 0.4083 0.5310
C -4.5521 0.4085 1.8627
C -5.0952 0.5325 3.1406
C -4.0140 0.4750 3.9977
N -2.8905 0.3222 3.2803
N -3.2290 0.2827 1.9598
B -1.3500 0.2050 3.5889
N -0.6798 1.4038 2.8486
C -0.1404 2.5126 3.3696
C 0.0962 3.4090 2.3445
C -0.3472 2.7661 1.1863
C -0.4382 3.2965 -0.2112
N -0.7958 1.5506 1.5070
N -0.8888 -1.1441 2.9575
C -0.5267 -2.2760 3.5741
C -0.4304 -3.2790 2.6286
C -0.7734 -2.6722 1.4189
C -0.9431 -3.2795 0.0657
N -1.0251 -1.3809 1.6313
N -0.9339 0.2263 5.0416
C -1.5800 0.2760 6.2390
C -0.6379 0.2305 7.2270
C 0.5992 0.1495 6.5459
C 1.9761 0.0718 7.1331
N 0.4215 0.1446 5.2364
H -6.3128 0.4831 0.6559
H -4.9096 1.2535 -0.0783
H -5.0247 -0.5097 -0.0208
H -6.1342 0.6493 3.4042
H -4.0014 0.5387 5.0686
H 0.0448 2.5939 4.4294
H 0.5251 4.3958 2.4219
H 0.2097 4.1619 -0.3340
H -0.1454 2.5469 -0.9468
H -1.4600 3.6124 -0.4376
H -0.3554 -2.2968 4.6390
H -0.1572 -4.3099 2.7906
H -0.4306 -4.2381 0.0061
H -2.0006 -3.4517 -0.1527
H -0.5455 -2.6248 -0.7077
H -2.6483 0.3345 6.3288
H -0.8076 0.2545 8.2925
H 1.9330 0.1035 8.2206
H 2.4734 -0.8522 6.8360
H 2.5930 0.9025 6.7889
C 2.1965 1.5703 -5.5520
Si 0.6099 1.4572 -4.5975
C 0.2167 3.1052 -3.8178
C -0.7944 0.9030 -5.6776
Si 0.8362 -0.0823 -2.8286
Te -1.4767 0.0628 -1.8749
Si 1.0254 -2.2488 -3.8048
C 2.1065 -2.0755 -5.3015
C 1.8207 -3.4057 -2.5769
C -0.6728 -2.8356 -4.2904
Si 2.6684 0.2222 -1.3933
C 2.5764 -0.9076 0.0788
C 4.0934 -0.2197 -2.5123
C 2.8697 1.9680 -0.7833
H 2.0515 2.2596 -6.3920
H 2.5088 0.6061 -5.9590
H 3.0099 1.9646 -4.9351
H 0.0174 3.8607 -4.5871
H 1.0495 3.4635 -3.2046
H -0.6725 3.0354 -3.1810
H -1.0529 1.6999 -6.3829
H -1.6877 0.6727 -5.0894
H -0.5281 0.0137 -6.2579
H 3.0682 -1.6084 -5.0699
H 1.6125 -1.4864 -6.0804
H 2.3037 -3.0737 -5.7097
H 2.9131 -3.3553 -2.6467
H 1.5200 -4.4387 -2.7876
H 1.5460 -3.1773 -1.5505
H -1.1183 -2.1822 -5.0478
H -1.3489 -2.8618 -3.4286
H -0.6160 -3.8477 -4.7053
H 2.6829 -1.9607 -0.1943
H 1.6271 -0.7838 0.6155
H 3.3860 -0.6547 0.7727
H 4.1194 -1.2954 -2.7192
H 5.0394 0.0514 -2.0285
H 4.0433 0.3104 -3.4693
H 2.2745 2.1312 0.1164
H 2.5990 2.7265 -1.5238
H 3.9216 2.1192 -0.5171
```

***

No. 2
ORCA calculation (ωB97M-V with the def2-TZVPD basis set) on a cluster of 2 separate species, C7H11ClN2 in total.

Calculated values
- Orbital gap: 9.02 eV
- Lowest unoccupied orbital energy: 0.65 eV
- Energy relative to the best compared isomer or geometry (same formula, charge and spin): 1.325 eV

The geometry in XYZ format:
```
21
C7H11ClN2 | the Open Molecules 2025 dataset | ωB97M-V with the def2-TZVPD basis set
C -2.8543 0.5241 1.3348
C -0.9540 -0.1161 0.5012
C -1.4646 -1.0390 1.4275
C 1.0681 -1.3064 -1.2352
C 1.8660 0.1581 0.6125
C 0.7189 1.2080 -1.4219
C 0.8567 -0.0405 -0.4895
N -2.6554 -0.5992 1.9077
N -1.9406 0.8775 0.4271
Cl -0.8101 -2.6238 1.7841
H -3.7712 1.0437 1.5795
H 1.9158 -1.1380 -1.8454
H 1.1433 -2.1581 -0.6380
H 0.1766 -1.4174 -1.7559
H 2.2421 1.2264 0.7512
H 1.6474 -0.2346 1.6261
H 2.7624 -0.3854 0.3207
H 1.7600 1.3307 -1.7323
H 0.0748 0.8483 -2.2215
H 0.2306 2.0706 -0.9740
H -2.0124 1.7712 0.0416
```

***

No. 3
ORCA calculation (ωB97M-V with the def2-TZVPD basis set) on the molecule C2H2Cl3NO.

Calculated values
- SMILES: ClC(Cl)(Cl)[C@@H]1NO1
- Orbital gap: 11.33 eV
- Lowest unoccupied orbital energy: 0.39 eV
- Energy relative to the best compared isomer or geometry (same formula, charge and spin): 2.987 eV

The geometry in XYZ format:
```
9
C2H2Cl3NO | the Open Molecules 2025 dataset | ωB97M-V with the def2-TZVPD basis set
Cl -1.8528 2.0365 0.2818
C -0.4162 1.6439 -0.6140
Cl 0.9047 2.7203 0.1433
Cl -0.5936 2.0721 -2.2451
C -0.0879 0.0062 -0.5249
N 0.6082 -0.5840 0.5043
O 1.0688 -0.5785 -0.8917
H -1.1011 -0.5723 -0.6998
H 1.1977 0.1628 0.9102
```

***

No. 4
ORCA calculation (ωB97M-V with the def2-TZVPD basis set) on a cluster of 2 separate species, C2H5NO in total.

Calculated values
- SMILES: C=N.C=O
- Orbital gap: 10.40 eV
- Lowest unoccupied orbital energy: 0.61 eV
- Energy relative to the best compared isomer or geometry (same formula, charge and spin): 2.853 eV

The geometry in XYZ format:
```
9
C2H5NO | the Open Molecules 2025 dataset | ωB97M-V with the def2-TZVPD basis set
C -1.3187 0.3131 -0.8094
N -0.9513 -0.6419 -0.0004
H -0.8381 0.4985 -1.7516
H -2.1808 1.0453 -0.5292
H -1.6275 -0.8461 0.7555
C 1.7498 -0.0995 0.5395
O 2.0857 0.4667 1.5933
H 1.8229 -1.2423 0.3769
H 1.2579 0.5062 -0.1745
```

***

No. 5
ORCA calculation (ωB97M-V with the def2-TZVPD basis set) on a structure of composition C6H8O2.

Calculated values
- Orbital gap: 8.50 eV
- Lowest unoccupied orbital energy: -0.48 eV
- Energy relative to the best compared isomer or geometry (same formula, charge and spin): 9.300 eV

The geometry in XYZ format:
```
16
C6H8O2 | the Open Molecules 2025 dataset | ωB97M-V with the def2-TZVPD basis set
C 0.6086 0.9965 1.7518
C -0.4865 1.0735 0.8231
C 0.2271 0.6861 -0.5348
C 0.0786 -0.2372 -1.8432
C -0.1848 -1.4169 0.2208
C -0.9731 -0.2481 0.3140
H 1.9517 0.8214 1.4610
H -1.0627 1.9142 1.1494
H 1.1484 0.5342 -0.2813
H -0.5269 0.1965 -2.8540
H 0.9899 -0.0578 -2.3983
H -0.6765 -2.4008 0.4705
H 0.8604 -1.5016 0.6338
H -1.8574 -0.1365 -0.4796
O 0.0396 1.4061 2.9483
O -0.1364 -1.6295 -1.3815
```

***

No. 6
ORCA calculation (ωB97M-V with the def2-TZVPD basis set) on a structure of composition C20H15ClIrN2O7S.

Calculated values
- Orbital gap: 7.91 eV
- Lowest unoccupied orbital energy: 2.59 eV
- Total charge: -1
- Energy relative to the best compared isomer or geometry (same formula, charge and spin): 0.000 eV

The geometry in XYZ format:
```
47
C20H15ClIrN2O7S | the Open Molecules 2025 dataset | ωB97M-V with the def2-TZVPD basis set
Ir 0.3421 2.2903 0.4677
S -0.7782 4.3245 0.2380
C -1.4319 3.5249 -1.1549
C -2.3445 3.9935 -2.1006
C -2.7038 3.1519 -3.1326
C -2.1560 1.8731 -3.2189
C -1.2562 1.4752 -2.2509
N -0.9169 2.2812 -1.2464
H -2.7458 4.9929 -2.0101
H -3.4114 3.4894 -3.8803
H -2.4164 1.1979 -4.0210
H -0.7836 0.5025 -2.2685
O 1.0416 0.2890 0.5040
C 0.0552 -0.6264 1.0546
C -1.0633 0.1791 1.7853
O -1.8383 -0.4533 2.4818
O -1.1324 1.4437 1.5632
C 0.7461 -1.5495 2.0403
C 0.6776 -2.9307 1.9381
C 1.3293 -3.7325 2.8660
C 2.0561 -3.1573 3.8964
C 2.1233 -1.7747 4.0033
C 1.4666 -0.9711 3.0859
C -0.5333 -1.3407 -0.1610
C -1.8804 -1.6664 -0.2604
C -2.3626 -2.3029 -1.3981
C -1.5076 -2.6270 -2.4395
C -0.1586 -2.3101 -2.3408
C 0.3244 -1.6697 -1.2108
H 1.9044 0.2396 0.9422
H 0.1113 -3.3846 1.1356
H 1.2684 -4.8101 2.7791
H 2.5654 -3.7839 4.6179
H 2.6800 -1.3131 4.8087
H 1.5103 0.1085 3.1954
H -2.5496 -1.4209 0.5528
H -3.4168 -2.5406 -1.4664
H -1.8883 -3.1174 -3.3270
H 0.5187 -2.5469 -3.1516
H 1.3665 -1.3852 -1.1599
N 2.0166 2.6529 3.0965
C 1.3993 2.5826 2.1204
O 1.8591 3.1139 -0.7341
Cl 2.7802 2.1346 -1.4158
O 1.9997 1.3139 -2.2922
O 3.7205 2.9265 -2.1270
O 3.4132 1.3338 -0.4043
```

***

No. 7
ORCA calculation (ωB97M-V with the def2-TZVPD basis set) on the molecule CH3NO.

Calculated values
- SMILES: NC=O
- Orbital gap: 10.63 eV
- Lowest unoccupied orbital energy: 0.46 eV
- Energy relative to the best compared isomer or geometry (same formula, charge and spin): 1.601 eV

The geometry in XYZ format:
```
6
CH3NO | the Open Molecules 2025 dataset | ωB97M-V with the def2-TZVPD basis set
N -0.6892 -0.0728 -0.2299
C 0.6157 -0.0294 -0.2214
O 1.2678 0.9836 -0.4698
H -1.1662 0.8714 0.2244
H -1.1021 -0.7561 0.7384
H 1.0741 -0.9967 -0.0417
```

***

No. 8
ORCA calculation (ωB97M-V with the def2-TZVPD basis set) on a cluster of 2 separate species, C10H15Cl2N2O6P2S in total.

Calculated values
- Orbital gap: 6.55 eV
- Lowest unoccupied orbital energy: -4.99 eV
- Total charge: +1

The geometry in XYZ format:
```
38
C10H15Cl2N2O6P2S | the Open Molecules 2025 dataset | ωB97M-V with the def2-TZVPD basis set
N -0.3099 4.3319 0.4187
P 0.9224 3.1081 0.3926
O 0.2396 1.9023 1.2379
C 0.9937 2.6898 -1.4241
C 0.4889 1.5512 -2.0872
P -0.3915 0.2360 -1.0916
O -1.7451 -0.1372 -1.9682
Cl 0.8559 -1.4551 -1.1448
C 0.6135 1.4019 -3.4931
C 0.0679 0.2070 -4.2713
O 0.6160 -0.8355 -4.3001
O -1.0589 0.4532 -4.9820
C 1.2511 2.4143 -4.2429
C 1.7446 3.5082 -3.5565
N 1.6113 3.6159 -2.2228
Cl 2.2321 5.0442 -1.5190
H 0.0912 5.1282 0.9062
H -0.4598 4.6433 -0.5376
H 0.8985 1.4342 1.7622
H -2.1170 -0.9450 -1.5864
H -1.4471 1.2568 -4.6131
H 1.3636 2.3873 -5.3201
H 2.2493 4.3162 -4.0727
C -1.1136 -4.0395 3.8835
C 0.3872 -3.7660 3.7285
C 0.5733 -2.9353 2.4526
S -0.9511 -2.0132 2.2325
O -1.5980 -2.4691 1.0232
O -0.7002 -0.6101 2.4707
C -1.8076 -2.7026 3.6402
H -1.3528 -4.4385 4.8677
H -1.4361 -4.7684 3.1366
H 0.7442 -3.2002 4.5916
H 0.9635 -4.6886 3.6821
H 1.4024 -2.2372 2.5385
H 0.7093 -3.5668 1.5762
H -2.8668 -2.7990 3.4124
H -1.6640 -2.0226 4.4795
```

***

Number 1: energy -119133.199 eV. Number 2: energy -22937.776 eV. Number 3: energy -43207.972 eV. Number 4: energy -5690.377 eV. Number 5: energy -10437.426 eV. Number 6: energy -64490.191 eV. Number 7: energy -4621.820 eV. Number 8: energy -80329.252 eV.